This record from the Open Molecules 2025 dataset describes a single C7H8N2O3 molecule in a non-equilibrium geometry. The level of theory is wB97M-V/def2-TZVPD.

Each atom is followed by the atoms it is bonded to, with distances in Å.
CARTESIAN COORDINATES (ANGSTROEM)
1 N 0.114 2.361 -0.249  C2 1.453, H13 1.025, H14 1.035
2 C 0.897 1.370 -0.967  N1 1.453, O3 1.380, N10 1.572, H15 1.155
3 O 1.172 0.288 -0.157  C2 1.380, C4 1.375
4 C 0.131 -0.542 0.188  O3 1.375, C5 1.416, C9 1.383
5 C -1.240 -0.234 0.018  C4 1.416, C6 1.418, H16 1.009
6 C -2.105 -1.210 0.576  C5 1.418, C7 1.411, H17 1.081
7 C -1.722 -2.282 1.410  C6 1.411, C8 1.402, H18 1.066
8 C -0.348 -2.509 1.569  C7 1.402, C9 1.393, H19 0.983
9 C 0.528 -1.667 0.889  C4 1.383, C8 1.393, H20 1.110
10 N 2.100 1.904 -1.826  C2 1.572, O11 1.191, O12 1.206
11 O 2.281 3.081 -1.833  N10 1.191
12 O 2.671 1.063 -2.475  N10 1.206
13 H 0.569 2.555 0.649  N1 1.025
14 H -0.007 3.294 -0.681  N1 1.035
15 H 0.244 1.090 -1.878  C2 1.155
16 H -1.427 0.471 -0.679  C5 1.009
17 H -3.176 -1.092 0.486  C6 1.081
18 H -2.377 -2.980 1.880  C7 1.066
19 H 0.067 -3.264 2.042  C8 0.983
20 H 1.628 -1.696 1.039  C9 1.110

Its HOMO energy is -9.045 eV. Its energy above the lowest of the compared OMol25 structures with the same formula, charge and spin is 101.22 kcal per mole.

Calculated atomic charges, method Löwdin, unit e: 0.10 -0.33 0.02 -0.25 0.01 -0.06 -0.07 -0.06 -0.01 -0.36 0.10 0.10 0.11 0.11 0.18 0.06 0.10 0.09 0.05 0.13